A 8-piece molecular cluster, C24H58NO10 overall in a non-equilibrium geometry. Source: the Open Molecules 2025 dataset; level of theory: ωB97M-V/def2-TZVPD.

Structure (XYZ):
```
93
Properties=species:S:1:pos:R:3:forces:R:3:lowdin_charge:R:1
C 0.76074 -0.08946 3.69387 0.072 0.177 -0.016 -0.0925
O 0.84516 0.84506 2.61919 -0.242 -0.042 0.475 -0.2215
C -0.35197 1.59251 2.42568 -0.314 -0.065 -0.315 -0.2239
C -1.41153 0.85807 1.56695 0.229 0.937 -0.307 -0.1575
C -0.79939 0.01058 0.44066 -0.055 -0.528 0.356 -0.1910
C -0.75622 -1.51426 0.71366 0.200 0.310 -1.035 -0.1629
C -0.78251 -2.35247 -0.61067 0.013 -0.481 1.284 -0.1941
C 0.58650 -2.97442 -0.96216 -0.126 -0.161 -0.964 -0.1863
C 1.20904 -2.44986 -2.28154 -0.205 -0.088 0.365 -0.1759
C 1.06882 -0.91806 -2.44856 0.467 -0.178 -0.423 -0.1477
C 2.35260 -0.23079 -3.00242 -0.650 -0.870 1.051 -0.0601
N 2.86660 0.64534 -1.88380 0.083 0.119 -1.767 -0.1059
O 2.02693 1.73406 -1.65520 -0.366 0.046 0.713 0.0772
C 4.23184 1.19116 -2.14838 1.436 0.878 0.292 -0.1186
O 4.63935 2.00648 -1.09040 0.051 -0.918 -0.295 -0.0088
C 4.97703 1.18536 0.00862 -0.356 0.646 -0.040 -0.2767
C 6.17166 0.51898 0.08006 0.713 0.018 -0.705 -0.0065
C 6.40009 -0.29601 1.16781 0.584 -0.378 -0.094 -0.0766
C 5.44619 -0.42646 2.14293 -0.335 -0.627 1.406 -0.0783
C 4.25573 0.27111 2.09538 -0.188 0.001 -0.103 -0.0392
C 4.03547 1.08170 1.00602 -1.004 0.564 -0.160 -0.0169
H 1.60832 0.09200 4.36681 -0.111 -0.208 -0.099 0.0837
H -0.15806 0.05397 4.27531 0.115 -0.065 -0.109 0.0933
H 0.78208 -1.11804 3.31453 0.035 0.141 0.120 0.0792
H -0.80297 1.89406 3.38296 0.220 -0.128 -0.049 0.1188
H -0.05863 2.52757 1.93785 0.044 -0.256 -0.079 0.1063
H -2.14562 0.32365 2.18142 0.310 -0.226 -0.104 0.1054
H -1.97496 1.66529 1.07596 -0.094 -0.169 0.269 0.0891
H -1.35516 0.16332 -0.49224 0.010 0.077 0.182 0.1065
H 0.23456 0.35137 0.28970 -0.217 0.119 -0.099 0.0874
H -1.59515 -1.81539 1.34823 0.141 0.128 -0.007 0.1116
H 0.19063 -1.76180 1.20688 -0.359 0.009 0.327 0.0871
H -1.24900 -1.79062 -1.42654 0.216 -0.055 0.078 0.0925
H -1.45784 -3.19047 -0.40104 0.156 0.107 -0.253 0.0847
H 0.43456 -4.04907 -1.11453 0.148 0.140 0.130 0.0959
H 1.32803 -2.87942 -0.15792 -0.286 0.199 0.022 0.1036
H 0.72279 -2.96117 -3.11882 0.202 0.094 0.040 0.1159
H 2.26623 -2.75163 -2.26297 -0.149 0.108 -0.261 0.1072
H 0.24789 -0.66175 -3.12301 -0.065 -0.110 0.291 0.1270
H 0.83790 -0.49439 -1.46527 -0.082 0.125 -0.274 0.0834
H 2.16586 0.35513 -3.90453 0.366 0.166 0.203 0.1430
H 3.12813 -0.98858 -3.14944 -0.003 0.289 -0.280 0.1363
H 2.84697 0.04782 -1.04578 0.069 0.522 0.273 0.1901
H 1.58477 1.96447 -2.48843 0.132 -0.214 -0.057 0.1482
H 4.21361 1.80303 -3.05492 -0.413 -0.143 0.130 0.1651
H 4.96039 0.38262 -2.28148 -0.528 -0.289 -0.061 0.1539
H 6.92762 0.62040 -0.69539 -0.151 0.065 0.072 0.1358
H 7.33209 -0.84791 1.25105 -0.051 0.149 -0.042 0.1221
H 5.60957 -1.07779 2.99940 0.171 0.065 -0.184 0.1193
H 3.48664 0.19270 2.85557 0.199 -0.056 -0.013 0.0999
H 3.11689 1.65961 0.90211 0.111 -0.105 0.160 0.1281
C -4.22715 -2.71575 -1.39354 -0.139 0.213 -0.100 -0.1321
O -3.71853 -1.40775 -1.65339 0.060 -0.077 0.005 -0.1422
H -3.42542 -3.31421 -0.96736 -0.028 0.067 -0.010 0.0552
H -5.05493 -2.66811 -0.68230 -0.005 -0.148 -0.001 0.0846
H -4.56938 -3.18180 -2.32086 -0.050 -0.108 0.059 0.0822
H -4.43930 -0.89382 -2.03021 0.059 0.013 -0.074 0.0724
C 5.23636 -4.51858 1.43738 0.140 0.282 -0.013 -0.1537
O 6.18484 -3.92459 0.55572 -0.090 -0.077 -0.076 -0.1259
H 5.08138 -5.54773 1.12445 0.046 0.019 -0.044 0.0801
H 5.61165 -4.51053 2.46361 -0.117 -0.089 0.043 0.0788
H 4.28317 -3.98301 1.39075 -0.066 -0.102 0.091 0.0671
H 6.31434 -3.01642 0.84073 0.033 0.024 -0.014 0.0315
C -1.34757 -6.69821 -2.88377 -0.184 0.187 -0.057 -0.1402
O -1.52320 -5.44381 -2.22444 0.098 0.041 0.019 -0.1395
H -0.54468 -7.23431 -2.38444 -0.005 0.060 0.046 0.0798
H -2.26352 -7.28956 -2.82528 0.072 -0.110 -0.043 0.0797
H -1.07823 -6.54321 -3.93111 0.028 -0.135 -0.011 0.0779
H -2.23537 -4.98077 -2.67509 0.003 0.021 0.050 0.0656
C -0.19932 6.11031 2.66756 0.102 -0.080 0.162 -0.1372
O -0.48077 4.75755 3.03957 -0.055 0.052 -0.127 -0.1466
H -1.01165 6.46090 2.03783 -0.022 -0.093 0.004 0.0644
H -0.13254 6.73920 3.55801 0.029 0.096 -0.076 0.0803
H 0.73837 6.16212 2.10836 -0.012 0.114 -0.008 0.0785
H 0.24577 4.45980 3.59454 -0.070 -0.049 0.038 0.0727
C -2.81525 4.45406 -0.17645 -0.040 0.027 0.210 -0.1500
O -2.88856 5.28034 0.98193 -0.090 0.021 -0.115 -0.1242
H -2.84704 5.09394 -1.05643 0.055 0.096 0.081 0.0807
H -1.87414 3.89212 -0.17135 -0.019 -0.063 -0.166 0.0703
H -3.65758 3.76273 -0.20093 0.185 0.036 -0.201 0.0441
H -2.85326 4.70048 1.74935 0.112 0.091 0.046 0.0623
C -4.98440 0.77553 0.69931 -0.078 0.159 0.402 -0.1287
O -4.55395 2.13028 0.83664 -0.166 -0.230 -0.028 -0.1445
H -4.82547 0.46800 -0.32928 0.104 0.072 0.008 0.0668
H -4.40637 0.12672 1.36042 -0.063 -0.155 -0.104 0.0768
H -6.04798 0.69641 0.94108 0.013 -0.193 -0.007 0.0911
H -4.70024 2.38632 1.75304 -0.050 0.083 -0.045 0.0971
C -6.97153 3.76362 -1.55446 0.141 -0.192 0.186 -0.1503
O -7.19490 2.40220 -1.20061 -0.038 -0.038 -0.109 -0.1275
H -7.78545 4.08460 -2.19973 -0.019 -0.065 0.011 0.0780
H -6.95372 4.39150 -0.66046 0.015 0.120 -0.084 0.0797
H -6.02523 3.86762 -2.09228 -0.028 0.146 -0.027 0.0732
H -6.46807 2.13499 -0.63114 -0.005 0.123 0.037 0.0151
```
Positions in Å, forces in eV/Å.

HOMO energy, eV: -11.74
Orbital gap, eV: 9.2151
Largest force on an atom, hartree/bohr: 0.0345
Charge: +1
Total energy, eV: -47781.2453
Lowest unoccupied orbital energy, eV: -2.52